[1]
Here is C27H42BN3O3S2Sb2Tl as an isolated structure from the OMol25 dataset. Energies are from wB97M-V/def2-TZVPD.

XYZ file:
```
81
Properties=species:S:1:pos:R:3:forces:R:3:mulliken_charge:R:1
Tl 0.526 -1.164 1.624 0.1 0.2 -0.1 1.221
C 3.258 1.068 -1.152 -0.2 -0.3 -0.1 -1.284
Sb 2.389 -0.878 -1.525 0.8 0.2 -0.5 0.013
C 4.277 -1.676 -2.287 -0.4 0.0 0.2 -1.452
C 1.700 -0.455 -3.623 -0.1 -0.4 0.4 -1.669
C 1.799 0.974 -3.927 0.1 0.4 -0.1 0.990
C 2.991 1.462 -4.463 0.0 0.0 -0.1 -0.659
C 3.203 2.810 -4.675 0.1 0.0 -0.1 -0.569
C 2.200 3.710 -4.355 0.0 0.2 0.0 -0.766
C 0.999 3.241 -3.859 0.1 0.1 0.0 -0.609
C 0.768 1.887 -3.636 0.4 0.1 -0.3 1.138
C -0.554 1.469 -3.140 -0.2 -0.3 0.5 -1.789
Sb -0.771 1.395 -0.931 -0.7 0.9 -0.7 0.138
C -0.768 3.584 -0.808 0.2 -0.5 0.0 -1.336
C -2.930 1.363 -1.204 0.4 -0.1 0.2 -1.123
H 3.912 1.367 -1.966 0.0 0.0 -0.1 0.488
H 3.816 1.004 -0.224 0.0 0.0 0.2 0.549
H 2.461 1.797 -1.041 -0.1 0.2 0.0 0.180
H 4.757 -0.952 -2.941 0.0 0.1 -0.1 0.401
H 4.093 -2.599 -2.831 0.0 -0.1 -0.1 0.401
H 4.919 -1.893 -1.441 0.1 0.0 0.1 0.418
H 0.687 -0.840 -3.686 -0.1 -0.1 0.0 0.235
H 2.337 -1.048 -4.274 0.1 -0.1 0.0 0.754
H 3.770 0.752 -4.717 0.0 0.0 0.0 0.285
H 4.141 3.157 -5.089 0.0 0.0 0.0 0.383
H 2.348 4.771 -4.502 0.0 0.1 0.0 0.395
H 0.206 3.941 -3.637 -0.1 0.1 0.0 0.276
H -0.831 0.477 -3.489 -0.1 -0.1 -0.1 0.718
H -1.314 2.175 -3.469 -0.1 0.0 0.1 0.735
H -1.311 4.000 -1.650 -0.1 0.0 -0.2 0.508
H 0.250 3.958 -0.819 0.2 0.1 0.0 0.402
H -1.255 3.900 0.108 0.0 0.0 0.1 0.209
H -3.248 2.201 -1.820 0.1 0.1 -0.1 0.543
H -3.395 1.423 -0.228 -0.1 0.0 0.1 0.171
H -3.227 0.427 -1.666 0.0 -0.1 -0.1 0.361
C -1.716 -4.396 3.191 0.0 0.2 0.0 -1.080
C -0.353 -4.192 2.583 -0.2 -0.3 0.5 0.810
O 0.433 -3.360 3.009 0.0 -0.1 0.1 -0.709
N -0.056 -5.014 1.547 -0.1 -0.3 -0.4 -0.064
C 0.986 -4.704 0.579 0.1 0.1 0.1 -0.725
C 0.310 -4.149 -0.644 0.0 -0.2 -0.2 0.313
C -0.012 -4.964 -1.726 0.1 0.1 0.0 -0.799
C -0.789 -4.444 -2.747 -0.1 0.1 0.1 -0.562
C -1.247 -3.140 -2.634 0.1 -0.1 -0.1 -1.006
C -0.854 -2.399 -1.532 -0.1 -0.1 -0.2 -0.697
N -0.086 -2.885 -0.571 -0.2 -0.3 0.2 1.117
H -1.678 -4.236 4.266 0.1 0.0 0.0 0.320
H -2.135 -5.374 2.973 0.0 -0.1 0.0 0.386
H -2.351 -3.621 2.756 -0.1 0.1 0.0 0.162
H -0.820 -5.559 1.174 0.0 0.1 0.2 0.252
H 1.546 -5.611 0.339 0.0 0.1 0.0 0.424
H 1.658 -3.960 1.020 0.0 -0.2 -0.1 -0.148
H 0.339 -5.984 -1.759 0.1 -0.1 0.0 0.455
H -1.052 -5.053 -3.600 0.0 0.0 -0.1 0.413
H -1.900 -2.712 -3.380 0.0 0.1 -0.1 0.504
H -1.184 -1.380 -1.390 -0.1 0.1 0.0 0.603
C -0.012 2.296 3.064 -0.3 -0.3 0.1 -1.700
C -1.224 1.613 3.708 0.2 0.6 0.1 1.667
C -1.017 1.604 5.224 -0.1 -0.2 -0.4 -2.051
O -1.287 0.276 3.225 -0.3 0.0 0.2 -0.663
B -2.238 0.201 2.190 0.1 0.2 0.4 0.656
O -2.887 1.436 2.062 0.0 -0.1 -0.1 -0.381
C -2.589 2.208 3.218 -0.1 0.3 0.6 1.660
C -3.716 1.968 4.235 0.3 -0.1 -0.4 -2.059
C -2.566 3.688 2.857 0.0 -0.4 0.0 -1.776
H 0.875 1.701 3.279 0.1 0.0 0.0 0.591
H 0.123 3.298 3.463 0.1 0.2 0.0 0.317
H -0.131 2.349 1.982 0.0 0.0 -0.1 0.101
H -0.029 1.201 5.432 0.1 0.0 0.1 0.502
H -1.747 0.978 5.727 -0.1 0.0 0.0 0.377
H -1.077 2.616 5.618 0.0 0.1 0.1 0.355
H -3.701 0.927 4.547 -0.1 -0.1 0.1 0.373
H -4.668 2.165 3.747 -0.1 0.0 0.0 0.500
H -3.617 2.621 5.099 0.0 0.0 0.1 0.339
H -1.884 3.878 2.037 0.1 0.1 0.0 0.046
H -2.267 4.280 3.718 0.0 0.1 0.1 0.377
H -3.564 3.991 2.544 -0.1 0.1 0.0 0.467
S 3.744 -2.465 1.124 0.4 -1.2 -0.6 -0.529
C 3.464 -1.125 1.986 0.1 1.1 0.7 0.632
N 3.215 -0.143 2.564 0.1 0.2 0.2 -0.671
S -2.447 -1.237 1.238 -0.4 -0.5 -0.4 -0.755
```
Positions in Å, forces in eV/Å.

DFT total energy (a.u.): -2918.45357
2S+1: 1
Orbital gap (Ha): 0.2473
Net charge: -1
HOMO level (eV): -4.3
Energy relative to the best compared isomer or geometry (same formula, charge and spin) (eV): 0.000
Maximum force (eV/A): 1.4



[2]
Here is a 12-piece molecular cluster, H24O12 overall from the OMol25 dataset. Energies are from wB97M-V/def2-TZVPD.

XYZ file:
```
36
Properties=species:S:1:pos:R:3:forces:R:3:mulliken_charge:R:1
O 0.194 -0.293 0.469 2.6 -0.9 1.4 -0.446
H -0.524 -0.474 1.086 0.0 0.5 0.0 0.370
H 0.908 -0.870 0.763 0.2 0.0 0.2 0.187
O -1.039 1.316 -0.333 0.1 1.7 0.0 -0.557
H -0.963 2.230 -0.039 0.2 0.0 -0.3 0.099
H -1.089 1.382 -1.293 0.1 -0.2 -0.1 0.312
O -2.015 -0.964 1.935 -0.2 0.0 1.0 -0.595
H -1.714 -0.905 2.849 -0.1 0.1 0.1 0.238
H -2.847 -1.447 1.993 0.0 -0.1 -0.3 0.296
O -1.596 -1.387 -0.602 -1.3 -1.1 -0.7 -0.515
H -1.589 -2.114 -1.235 0.0 0.1 -0.1 0.261
H -1.013 -1.685 0.105 -0.2 0.0 -0.7 0.246
O 1.903 1.310 -1.823 -0.1 1.3 -0.2 -0.555
H 2.213 2.039 -2.372 -0.2 0.1 0.0 0.244
H 1.736 1.716 -0.965 -0.2 -0.1 0.1 0.281
O 2.688 -0.903 -1.821 0.5 -1.1 0.1 -0.481
H 2.490 -1.615 -1.202 -0.1 -0.1 -0.1 0.267
H 3.503 -1.186 -2.251 0.0 -0.1 0.0 0.244
O -0.447 -4.068 -1.354 -0.1 -0.2 0.0 -0.612
H -0.275 -4.553 -2.169 0.0 0.1 0.0 0.306
H -1.146 -4.572 -0.923 0.0 0.0 0.0 0.305
O -3.408 1.425 -0.907 1.4 3.8 -2.4 -0.673
H -4.062 1.904 -0.386 0.2 -0.2 -0.8 0.285
H -2.648 1.350 -0.319 0.3 -0.1 -0.2 0.519
O 3.589 -1.974 2.756 -0.2 -0.1 0.0 -0.620
H 3.259 -1.903 1.853 0.2 0.1 0.0 0.312
H 2.804 -2.182 3.276 0.1 0.0 0.0 0.310
O 0.438 4.387 0.736 -0.2 0.0 0.0 -0.582
H -0.399 3.964 0.961 0.1 0.1 0.1 0.290
H 0.381 5.254 1.153 0.1 -0.1 -0.1 0.303
O -4.593 0.168 0.147 -3.0 -3.2 3.1 -0.662
H -3.730 -0.240 0.282 0.0 0.0 -0.4 0.313
H -4.749 0.660 0.961 -0.2 -0.4 0.2 0.321
O 4.597 1.359 -0.052 0.2 0.1 0.0 -0.598
H 5.062 0.861 -0.734 -0.2 0.0 0.1 0.294
H 4.084 2.009 -0.545 -0.1 -0.2 0.0 0.294
```
Positions in Å, forces in eV/Å.

DFT total energy (a.u.): -917.08978
2S+1: 1
Orbital gap (Ha): 0.2931
Net charge: 0
HOMO level (eV): -8.0
Energy relative to the best compared isomer or geometry (same formula, charge and spin) (eV): 6.410
Maximum force (eV/A): 5.4



[3]
Here is C39H38AsFeGeN4O4 as an isolated structure from the OMol25 dataset. Energies are from wB97M-V/def2-TZVPD.

XYZ file:
```
88
Properties=species:S:1:pos:R:3:forces:R:3:mulliken_charge:R:1
Fe -0.575 -0.719 -0.615 0.3 -0.8 0.5 0.656
O 3.034 -2.254 -2.623 0.0 0.0 0.1 -0.386
C 1.944 -2.031 -1.983 0.0 -0.2 0.0 -0.111
O 1.114 -1.134 -2.240 0.0 0.3 -0.4 -0.273
C 1.637 -2.969 -0.875 0.0 0.1 0.0 0.375
C 2.356 -4.121 -0.608 0.0 0.0 0.0 -0.658
C 1.888 -4.964 0.396 0.0 0.0 0.0 -0.690
C 0.728 -4.625 1.078 0.0 0.0 0.0 -0.640
C 0.098 -3.434 0.746 0.0 0.0 0.0 0.752
N 0.538 -2.619 -0.204 0.1 0.1 -0.2 0.197
C -1.143 -2.899 1.378 0.1 0.0 0.1 0.062
O -1.715 -3.701 2.227 0.0 0.1 0.0 -0.400
O -1.528 -1.780 1.078 -0.4 0.3 -0.2 -0.610
H 3.180 -1.666 -3.393 -0.1 -0.1 -0.2 0.470
H 3.244 -4.362 -1.178 0.0 0.0 0.0 0.630
H 2.414 -5.881 0.630 0.0 0.0 0.0 0.520
H 0.319 -5.265 1.849 0.0 0.0 0.0 0.616
H -2.546 -3.333 2.575 0.0 0.0 0.0 0.469
C 3.294 2.416 1.974 0.0 0.0 0.0 -0.651
C 3.073 1.084 1.641 0.0 0.0 0.0 -0.912
C 1.913 0.738 0.968 0.1 0.0 0.0 -0.493
C 0.993 1.723 0.623 -0.2 0.0 -0.1 0.108
C 1.203 3.058 0.961 0.0 0.0 0.0 -0.143
C 2.360 3.395 1.643 0.0 0.0 0.0 -0.835
N -0.144 1.291 -0.115 0.3 0.1 0.1 1.384
N -0.930 2.162 -0.519 -0.2 -0.2 -0.1 -0.486
C -2.027 1.650 -1.273 0.2 0.1 0.1 -0.113
C -2.945 2.553 -1.755 -0.1 0.0 0.0 -0.377
C -4.026 2.065 -2.488 0.0 0.0 0.0 -0.437
C -4.136 0.701 -2.695 0.0 0.0 0.0 -0.812
C -3.161 -0.138 -2.178 0.0 0.0 0.0 -0.517
N -2.116 0.323 -1.479 -0.2 0.0 -0.2 0.485
H 4.205 2.696 2.488 0.0 0.0 0.0 0.493
H 3.805 0.331 1.900 0.0 0.0 0.0 0.517
H 1.726 -0.300 0.702 0.0 0.0 0.0 0.576
H 0.480 3.812 0.683 0.0 0.0 0.0 0.556
H 2.544 4.428 1.907 0.0 0.0 0.0 0.523
H -2.809 3.606 -1.553 0.0 0.0 0.0 0.627
H -4.771 2.746 -2.881 0.0 0.0 0.0 0.508
H -4.965 0.279 -3.247 0.0 0.0 0.0 0.508
H -3.222 -1.210 -2.322 0.0 0.0 0.0 0.547
C 1.318 0.165 5.029 0.0 0.0 0.0 -1.329
As -0.218 -0.204 3.896 0.0 0.0 0.2 0.518
C -1.197 -1.378 5.118 0.0 0.0 0.0 -1.350
C -1.243 1.591 4.002 0.0 0.1 0.1 -1.092
C -1.907 1.614 5.284 0.1 0.1 0.0 0.349
C -1.194 2.025 6.454 0.0 0.0 0.0 -0.036
C -1.835 2.127 7.656 0.0 0.0 0.0 -0.885
C -3.198 1.785 7.747 0.0 0.0 0.0 -0.316
C -3.919 1.364 6.607 0.0 0.0 0.0 -0.724
C -3.283 1.257 5.405 0.0 0.0 0.0 -0.179
H 1.046 0.220 6.082 0.0 0.0 0.0 0.456
H 1.816 1.082 4.719 0.0 0.0 0.0 0.395
H 2.014 -0.666 4.905 0.0 0.0 0.0 0.424
H -1.165 -1.012 6.143 0.0 0.0 0.0 0.460
H -0.703 -2.350 5.090 0.0 0.0 0.0 0.462
H -2.238 -1.493 4.815 0.0 0.0 0.0 0.347
H -0.442 2.324 3.911 0.1 -0.1 0.0 0.517
H -1.905 1.609 3.141 0.0 0.0 0.0 0.575
H -0.148 2.286 6.369 0.0 0.0 0.0 0.498
H -1.308 2.470 8.536 0.0 0.0 0.0 0.463
H -3.699 1.835 8.705 0.0 0.0 0.0 0.461
H -4.973 1.136 6.698 0.0 0.0 0.0 0.454
H -3.826 0.942 4.523 0.0 0.0 0.0 0.456
Ge 0.305 -0.753 -4.280 -0.3 0.0 0.3 1.146
C 0.161 1.129 -4.085 0.1 0.2 0.0 0.781
C 1.047 1.892 -3.320 0.0 0.0 0.0 -0.179
C 0.912 3.272 -3.283 0.0 0.0 0.0 -0.597
C -0.091 3.892 -4.018 0.0 0.0 0.0 -0.611
C -0.974 3.138 -4.781 0.0 0.0 0.0 -0.899
C -0.855 1.756 -4.815 0.0 0.0 0.0 -0.771
C 1.510 -1.732 -5.318 0.3 0.0 -0.2 -0.111
C 1.178 -3.048 -5.675 0.1 0.0 0.0 -0.460
C 2.020 -3.761 -6.513 0.0 0.0 0.0 -0.717
C 3.190 -3.173 -6.983 0.0 0.0 0.0 -0.484
C 3.528 -1.868 -6.632 0.0 0.0 0.0 -0.724
C 2.686 -1.138 -5.812 -0.1 0.0 0.0 0.197
H -0.954 -1.531 -3.880 0.0 0.0 -0.1 -0.082
H 1.848 1.422 -2.758 0.0 0.0 0.0 0.370
H 1.604 3.868 -2.702 0.0 0.0 0.0 0.524
H -0.172 4.972 -4.014 0.0 0.0 0.0 0.482
H -1.742 3.628 -5.365 0.0 0.0 0.0 0.513
H -1.539 1.184 -5.434 0.0 0.0 0.0 0.493
H 0.261 -3.506 -5.321 0.0 0.0 0.0 0.360
H 1.763 -4.768 -6.813 0.0 0.0 0.0 0.443
H 3.839 -3.732 -7.645 0.0 0.0 0.0 0.445
H 4.433 -1.420 -7.020 0.0 0.0 0.0 0.465
H 2.920 -0.100 -5.591 0.0 0.0 0.0 0.459
```
Positions in Å, forces in eV/Å.

DFT total energy (a.u.): -7603.98837
2S+1: 6
Orbital gap (alpha / beta) (Ha): 0.2469 / 0.2159
Net charge: +4
HOMO level (alpha / beta) (eV): -18.0 / -18.3
Energy relative to the best compared isomer or geometry (same formula, charge and spin) (eV): 0.000
Maximum force (eV/A): 1.0